C2H8OS | ωB97M-V with the def2-TZVPD basis set

```
12
C2H8OS ωB97M-V with the def2-TZVPD basis set
C 0.434 1.380 -1.023
C -0.969 1.916 -1.115
S -1.061 3.802 -0.724
H 0.534 0.834 -0.014
H 1.217 2.087 -1.091
H 0.691 0.661 -1.874
H -1.578 1.777 -2.052
H -1.689 1.559 -0.339
H -2.006 3.933 0.208
O 1.337 -5.722 2.428
H 1.069 -6.640 2.629
H 2.021 -5.586 2.968
```

Net charge = 0
Orbital gap = 10.035 eV
HOMO energy = -9.0 eV
Energy above the lowest of the compared OMol25 structures with the same formula, charge and spin = 22.6 kcal/mol
SMILES = CCS.O